Record 1
DFT (wB97M-V/def2-TZVPD) results for C26H21N5O4RuS2 as an isolated structure.

Geometry as ORCA input:
```
! RIJCOSX wB97M-V def2-TZVPD def2/J DEFGRID3
* xyz -1 2
N -2.60346 1.86025 -0.10934
H 3.65729 -3.64394 -2.55596
C -0.91510 -3.26928 -2.73482
H -0.94886 2.23132 5.11099
H 2.62268 -4.52533 1.93804
C 1.28287 -0.20430 1.82091
H -5.91572 1.93820 -0.26133
C 2.40925 -3.52826 -0.81883
C 3.12593 -2.99298 -1.87327
H 0.38419 -4.21285 0.80293
N -0.75182 0.91972 2.11025
Ru -0.99979 0.38987 0.11697
O -3.10122 -0.39022 1.18963
C 1.68765 -1.33651 -0.18271
C -4.91159 2.31749 -0.38675
C -4.14188 0.18565 0.79434
C -0.38000 -0.91511 -4.34594
C -4.62649 3.55812 -0.91599
N -0.09915 -0.93052 -5.46348
C -3.30473 3.98403 -0.96477
H -3.03572 4.97440 -1.29749
H 1.37823 0.92642 4.64464
C 0.45326 0.56711 2.66193
C 2.44870 -0.77064 -1.21286
C 3.67134 1.29884 -0.46694
C 3.15477 -1.62028 -2.05553
O -5.32921 -0.08191 0.98307
H -2.42085 1.96904 2.85291
C -0.88796 3.46815 -0.49911
C 1.87637 -3.82154 2.31200
C 2.58221 0.72042 -1.37154
N -0.83200 -4.34525 -3.13537
H 2.81694 0.93787 -2.41643
H 2.37945 -4.60249 -0.67502
H 4.63082 0.80666 -0.64019
C 0.94042 -3.35827 1.19454
S -1.50892 -1.79216 -0.56504
C -3.87163 1.49337 0.03578
H 1.31540 -4.31218 3.10873
H 1.63305 1.20788 -1.16602
H 3.79989 2.36826 -0.64541
C -0.64975 1.73384 4.20235
H 3.72376 -1.19126 -2.87240
H 0.30596 4.87186 -0.80651
O -0.65093 4.73776 -0.87047
H -5.41892 4.21351 -1.25373
O -0.00865 2.72662 -0.11818
C 0.54986 1.05637 3.96633
N 0.86973 -0.48235 0.62382
C -1.41819 1.61434 3.03810
H 2.41430 -2.97873 2.75139
C 1.68395 -2.71669 0.04869
C -0.73008 -0.84773 -2.97161
S -0.85784 0.73146 -2.22424
H 0.19299 -2.67681 1.59312
H 2.24260 -0.58499 2.16478
C -1.00014 -1.94219 -2.21757
H 3.41415 1.16904 0.58569
C -2.32740 3.09690 -0.55708
*
```

For the HOMO energy (spin up / spin down), the calculation gives -0.1584 / -0.1582 Ha. As for the LUMO energy (spin up / spin down): 1.69 / 1.70 eV. The calculation puts the HOMO-LUMO gap (spin up / spin down) at 5.999 / 6.005 eV. As for the molar mass: 632.69 g/mol. The strongest force on any atom comes out at 0.51 eV/Å.

Record 2
DFT (wB97M-V/def2-TZVPD) results for C2HO2Y as an isolated structure at a distorted geometry.

Geometry as ORCA input:
```
! RIJCOSX wB97M-V def2-TZVPD def2/J DEFGRID3
* xyz 2 1
Y -0.21532 0.02411 0.02566
C -3.33734 -0.25510 -0.34425
O -2.32926 0.31192 0.18582
H -3.48542 -1.26736 0.14286
C 2.41036 0.06360 0.25346
O 3.52360 0.04101 0.34758
*
```

For the HOMO energy (spin up / spin down), the calculation gives -0.7390 / -0.6209 Ha. As for the LUMO energy (spin up / spin down): -10.73 / -11.21 eV. The calculation puts the HOMO-LUMO gap (spin up / spin down) at 9.382 / 5.683 eV. As for the molar mass: 145.93 g/mol. The strongest force on any atom comes out at 5.09 eV/Å.

Record 3
DFT (wB97M-V/def2-TZVPD) results for C43H38BrN2OP2RhS3Sb as an isolated structure.

Geometry as ORCA input:
```
! RIJCOSX wB97M-V def2-TZVPD def2/J DEFGRID3
* xyz -1 1
P -0.09987 1.32547 0.06368
S -3.50422 0.38276 1.33358
C 0.95925 -3.04680 -0.73447
C -4.03994 4.52621 -0.75186
C 0.42665 -2.16898 1.97848
H 2.92885 0.77597 -4.74142
C 1.06217 0.41430 -3.74611
H 2.67181 2.15003 -0.70175
C 4.86487 2.17136 3.27235
H -0.73379 6.83577 1.43306
H -3.13610 -4.73943 -3.36783
H 1.04164 3.92896 -1.14359
C 6.04800 0.67221 1.85069
C 3.62238 0.74379 1.75270
C 0.55956 -4.32148 -0.34323
C -4.19376 -4.26403 -0.19553
H 0.15013 -4.47893 0.64659
C -2.50678 -3.20051 -2.05883
H 4.87781 -0.52719 0.53737
O -1.78507 -1.66038 -0.53199
H 2.17245 -3.42041 2.14804
H -1.92827 5.03379 2.64243
C 0.89528 1.20436 -1.46625
C -0.26353 3.13675 0.37523
C 2.36159 0.89459 -3.82654
C -1.10660 3.47006 1.43356
C 2.45430 -0.96223 0.47174
C 4.85239 0.22103 1.31594
C -3.23040 -4.32414 -2.37467
H -4.89504 -4.60675 0.54930
H -0.65180 0.12049 -2.51069
C 1.05283 -3.39292 3.96682
S -4.24266 -0.16037 -1.74786
C -3.76541 3.22851 -0.34265
H 1.73552 -4.06139 4.47689
Sb -5.72725 0.09516 0.24521
Br -3.80208 6.81061 -2.45056
H -2.18586 4.59795 -3.58097
C -0.68725 -1.67795 2.65179
C -2.37421 2.92002 -2.24438
H 3.08573 -1.68020 1.00026
C 0.34171 0.55787 -2.56856
C -3.46004 5.01536 -1.90774
S -6.45830 -1.98775 0.84486
P 0.72216 -1.55127 0.27855
H -4.21110 2.87136 0.57591
H 0.73636 6.26454 -0.47291
C -0.59274 5.80096 1.14688
H -1.37389 -1.00801 2.14364
H 0.69787 0.88408 2.32165
H 0.60814 -0.08562 -4.59268
C -0.93348 -2.04066 3.97170
H 7.01062 2.00193 3.24309
C 2.93587 1.51771 -2.72653
H 1.93171 -3.77698 -3.90674
C 1.44153 -2.86507 -2.03335
H -0.25613 -3.18264 5.65625
C -3.44259 -3.13970 0.08462
C 2.20719 1.67119 -1.55538
H -1.80862 -1.64471 4.47228
H -1.72111 2.31658 -2.86575
H -3.51027 -2.56169 0.99221
H -1.82547 -2.69019 -2.71917
H 2.87408 -0.83654 -0.53700
H -4.66175 -5.75886 -1.65688
C -0.06638 -2.89832 4.62841
C 0.23235 5.47984 0.07806
C -2.63064 4.21727 -2.67049
C -1.25881 4.79209 1.82613
H -1.68475 2.69346 1.92661
C 3.65883 1.73000 2.75431
H 0.32481 -6.37507 -0.90782
C 1.29776 -3.02641 2.65316
C 0.40493 4.15525 -0.29846
H 6.97564 0.25001 1.48253
C 1.15496 -5.20595 -2.50260
H 2.74233 2.13470 3.15791
N 2.42936 0.29280 1.20851
H 3.95385 1.88375 -2.77711
H 1.22760 -6.04163 -3.18741
H 1.59972 2.14241 1.50067
C 6.07331 1.65298 2.83062
C -4.07310 -4.88214 -1.42373
H 1.71743 -1.87110 -2.36967
H 4.85104 2.92865 4.04702
H -4.69841 5.15466 -0.16564
C -2.90765 2.39249 -1.06366
Rh -2.39829 0.53288 -0.64313
N -2.58496 -2.66337 -0.82527
C 1.24003 1.12164 1.39680
C 0.65246 -5.39243 -1.22425
C 1.55151 -3.93642 -2.90496
*
```

For the HOMO energy, the calculation gives -0.1397 Ha. As for the LUMO energy: 2.17 eV. The calculation puts the HOMO-LUMO gap at 5.972 eV. As for the molar mass: 1061.51 g/mol. The strongest force on any atom comes out at 0.63 eV/Å.

Record 4
DFT (wB97M-V/def2-TZVPD) results for a single C4H11NO molecule at a distorted geometry.

Geometry as ORCA input:
```
! RIJCOSX wB97M-V def2-TZVPD def2/J DEFGRID3
* xyz 0 1
H 2.54602 1.03444 1.19910
H -1.29688 0.73309 -1.37907
H -1.41199 1.22848 0.82495
H 3.26216 0.35425 -0.30733
H 0.88445 -1.32778 -1.44772
C 2.35900 0.70774 0.17719
C -1.62882 -0.59550 0.33772
H -1.53968 -0.88694 -1.75524
H -1.24675 -1.56056 0.66860
C -1.01900 -0.26257 -1.02522
H 0.48597 0.43663 0.72593
C 0.53534 -0.38019 -1.05784
N 1.17086 -0.14250 0.26291
O -1.50816 0.43428 1.33062
H 0.85312 0.39508 -1.77501
H 2.12449 1.67198 -0.32601
H -2.71511 -0.74056 0.23581
*
```

For the HOMO energy, the calculation gives -0.3290 Ha. As for the LUMO energy: 0.93 eV. As for the structure (SMILES): CNCCCO. The calculation puts the HOMO-LUMO gap at 9.885 eV. As for the molar mass: 89.14 g/mol. The strongest force on any atom comes out at 1.78 eV/Å.

Record 5
DFT (wB97M-V/def2-TZVPD) results for a single C8H10N2OS molecule at a distorted geometry.

Geometry as ORCA input:
```
! RIJCOSX wB97M-V def2-TZVPD def2/J DEFGRID3
* xyz 0 1
H 0.71952 -0.58256 3.43094
C -1.85305 -0.30722 -1.27757
H -2.75471 1.51553 -2.09829
C 0.16345 -0.20775 0.14609
H -0.46485 0.49482 2.65237
O -1.81727 2.13262 0.93047
H 2.24062 -0.95331 -3.07592
H 3.22613 0.05827 1.26260
H 2.80493 -1.60489 0.95513
H -2.31940 -1.23947 -1.02406
C 0.97739 -0.23050 1.17983
N 1.87243 -0.97839 -2.14262
C 2.49661 -0.53549 0.85331
H 1.23801 0.92980 2.86062
S -0.80294 -0.41368 -2.72187
C -2.73353 0.92889 -1.17285
C 0.70308 -0.57289 -1.88623
C 0.55282 0.09018 2.58696
C -1.85808 1.31966 0.03569
N -1.11237 0.11940 -0.15840
H 2.62605 -0.62425 -0.31786
H -3.90486 0.66122 -1.01833
*
```

For the HOMO energy, the calculation gives -0.3068 Ha. As for the LUMO energy: 0.53 eV. The calculation puts the HOMO-LUMO gap at 8.879 eV. As for the molar mass: 182.25 g/mol. The strongest force on any atom comes out at 5.35 eV/Å.